No. 1
An isolated molecule of C13H13NO at a distorted geometry, computed with ωB97M-V with the def2-TZVPD basis set.

The calculation puts the total energy at -633.18297 Ha. For the highest occupied orbital energy, the calculation gives -0.3068 Ha. As for the SMILES: CN1C(=O)[C@]2(C=CCC2)c2ccccc21. Its multiplicity is 1. As for the gap between HOMO and LUMO: 9.202 eV. The charge is 0. As for the energy above the lowest of the compared OMol25 structures with the same formula, charge and spin: 63.6 kJ/mol.

Last column: Mulliken charge in e.
Cartesian coordinates (Å):
C -2.464 -1.790 1.284  -1.139
N -1.410 -0.956 0.766  0.108
C -1.014 0.185 1.381  0.197
O -1.450 0.665 2.392  -0.648
C 0.219 0.809 0.431  2.428
C -0.221 2.128 -0.124  -0.714
C 0.600 3.108 0.209  -0.685
C 1.759 2.634 1.028  -0.590
C 1.471 1.139 1.261  -1.126
C 0.319 -0.276 -0.588  -0.152
C 1.183 -0.391 -1.656  -0.042
C 1.055 -1.481 -2.508  -0.817
C 0.070 -2.430 -2.295  -0.514
C -0.802 -2.331 -1.219  -0.593
C -0.662 -1.250 -0.369  -0.693
H -2.891 -1.282 2.150  0.375
H -3.243 -1.933 0.532  0.350
H -2.070 -2.762 1.590  0.347
H -1.115 2.208 -0.718  0.485
H 0.491 4.144 -0.066  0.493
H 2.695 2.787 0.483  0.322
H 1.832 3.186 1.966  0.352
H 2.307 0.510 0.957  0.295
H 1.264 0.949 2.315  0.276
H 1.944 0.355 -1.826  0.457
H 1.726 -1.584 -3.347  0.390
H -0.028 -3.264 -2.974  0.390
H -1.564 -3.076 -1.057  0.447

=====

No. 2
A structure of composition C5H13NO at a distorted geometry, computed with ωB97M-V with the def2-TZVPD basis set.

The calculation puts the total energy at -328.11400 Ha. For the highest occupied orbital energy, the calculation gives -0.3201 Ha. Its multiplicity is 1. As for the gap between HOMO and LUMO: 8.577 eV. The charge is 0. As for the energy above the lowest of the compared OMol25 structures with the same formula, charge and spin: 537.8 kJ/mol.

Last column: Mulliken charge in e.
Cartesian coordinates (Å):
C -2.425 0.238 0.027  -0.916
N -1.172 -0.567 0.075  -0.545
C -0.406 -0.366 1.272  -0.820
C 0.942 -1.080 1.084  -0.486
C 1.367 -0.595 -0.385  -0.212
C 2.091 0.609 -0.385  -0.837
H -2.328 1.209 0.561  0.283
H -3.228 -0.351 0.460  0.298
H -2.584 0.518 -1.016  0.296
H -0.594 0.002 -0.559  0.585
H -0.934 -0.802 2.121  0.463
H -0.276 0.708 1.485  0.338
H 0.974 -2.153 1.118  0.356
H 1.668 -0.636 1.791  0.318
H 1.522 -1.419 -1.063  0.327
H 2.609 0.983 0.497  0.265
H 2.608 0.783 -1.326  0.303
H 0.344 1.657 -2.155  0.257
H 0.742 0.744 -0.588  0.601
O -0.095 1.232 -1.410  -0.874

=====

No. 3
A structure of composition C9H23FN2O5S2Si at a distorted geometry, computed with ωB97M-V with the def2-TZVPD basis set.

The calculation puts the total energy at -2028.12076 Ha. For the highest occupied orbital energy, the calculation gives -0.3444 Ha. Its multiplicity is 1. As for the gap between HOMO and LUMO: 9.307 eV. The charge is 0. As for the energy above the lowest of the compared OMol25 structures with the same formula, charge and spin: 18.5 kJ/mol.

Last column: Mulliken charge in e.
Cartesian coordinates (Å):
C 2.565 2.057 1.706  -0.658
C 3.485 1.647 0.562  -0.563
C 3.483 0.176 0.208  -0.008
F 4.564 -0.058 -0.625  -0.342
S 2.047 -0.430 -0.733  1.103
O 2.175 0.093 -2.078  -0.786
O 2.132 -1.874 -0.651  -0.708
N 0.713 0.148 -0.091  -0.365
S 0.107 -0.591 1.217  1.083
O 1.056 -0.822 2.290  -0.665
O -0.666 -1.779 0.809  -0.713
Si -1.513 0.739 1.865  0.514
C -1.068 2.487 2.365  -1.211
C -2.280 -0.010 3.402  -1.129
C -2.605 0.748 0.393  -0.873
H 2.674 1.399 2.567  0.302
H 1.523 2.082 1.408  -0.162
H 2.834 3.068 2.018  0.435
H 4.515 1.869 0.850  0.318
H 3.290 2.242 -0.334  0.241
H 3.573 -0.457 1.092  0.361
H -2.013 3.040 2.399  0.389
H -0.649 2.543 3.369  0.349
H -0.430 3.008 1.653  0.371
H -3.360 0.115 3.426  0.364
H -2.016 -1.070 3.435  0.326
H -1.796 0.437 4.270  0.289
H -1.997 1.160 -0.412  0.234
H -3.517 1.337 0.469  0.488
H -2.845 -0.288 0.174  0.177
C -2.547 -2.218 -3.756  -1.252
C -2.028 -1.387 -2.640  0.637
O -2.510 -0.448 -2.104  -0.391
N -0.690 -1.823 -1.976  0.361
C 0.518 -1.638 -2.843  -1.262
H -3.353 -1.674 -4.240  0.371
H -1.769 -2.432 -4.488  0.372
H -2.929 -3.160 -3.358  0.313
H -0.758 -2.801 -1.688  0.402
H -0.619 -1.225 -1.127  -0.118
H 0.464 -2.338 -3.674  0.383
H 1.398 -1.837 -2.238  0.593
H 0.537 -0.610 -3.189  0.428

=====

No. 4
The ion C4H9N2O2 with charge -1 at a distorted geometry, computed with ωB97M-V with the def2-TZVPD basis set.

The calculation puts the total energy at -417.68603 Ha. For the highest occupied orbital energy, the calculation gives -0.1305 Ha. As for the SMILES: CC[C@@H](C)N=[N+]([O-])[O-]. Its multiplicity is 1. As for the gap between HOMO and LUMO: 7.480 eV. The charge is -1. As for the energy above the lowest of the compared OMol25 structures with the same formula, charge and spin: 516.2 kJ/mol.

Last column: Mulliken charge in e.
Cartesian coordinates (Å):
C 1.403 1.270 0.509  -1.020
C 0.725 0.687 -0.605  -0.688
C -0.347 -0.689 -0.213  0.120
C 0.381 -1.766 0.617  -1.347
N -1.534 -0.085 0.412  -0.802
N -2.413 0.374 -0.412  1.150
O -2.386 0.213 -1.641  -0.736
O -3.346 0.985 0.110  -0.792
H 2.285 1.899 0.284  0.358
H 1.983 0.528 1.126  0.207
H 0.821 1.915 1.034  0.336
H 0.088 1.374 -1.178  0.368
H 1.488 0.311 -1.390  0.263
H -0.763 -0.896 -1.178  0.606
H 1.376 -1.721 0.315  0.354
H 0.318 -1.674 1.763  0.244
H -0.078 -2.724 0.446  0.378

=====

Question: Which formula does entry 2 have?
Answer: C5H13NO